Record 1
Formula: C5H13N3
Source: the Open Molecules 2025 dataset
Level of theory: the ωB97M-V functional and the def2-TZVPD basis

The geometry in XYZ format:
```
21
C5H13N3, DFT the ωB97M-V functional and the def2-TZVPD basis
N -1.709 -0.061 1.694
N 0.886 1.854 -1.047
N 1.541 1.204 1.098
C 0.739 -0.581 -0.392
C 0.652 -1.515 0.593
C 0.664 0.872 -0.010
C 0.402 -0.925 -1.812
C -2.818 -0.164 1.124
H 1.864 1.857 -1.317
H 0.360 -2.003 -1.950
H 0.318 1.682 -1.866
H -0.427 0.940 0.330
H 1.149 -1.352 1.538
H 0.660 -2.562 0.321
H 1.154 -0.518 -2.489
H 1.481 2.203 1.264
H -3.083 -0.899 0.351
H 1.234 0.757 1.952
H -3.607 0.545 1.373
H -0.565 -0.512 -2.106
H -0.895 -0.821 1.352
```

SMILES string: C=C(C)C(N)N.C=N
HOMO level, eV: -8.83
Kohn-Sham gap, hartree: 0.352
Largest force on an atom, eV/Å: 3.70
E_LUMO, eV: 0.74
ΔE to the lowest compared entry with this formula, charge and spin, kcal/mol: 58.56
Total charge: 0
Molar mass, g/mol: 115.18

Record 2
Formula: C28H53Cl22FN
Source: the Open Molecules 2025 dataset
Level of theory: the ωB97M-V functional and the def2-TZVPD basis

The geometry in XYZ format:
```
105
C28H53Cl22FN, DFT the ωB97M-V functional and the def2-TZVPD basis
Cl 0.091 -3.029 -4.960
Cl 3.492 3.027 2.400
Cl 6.964 2.636 5.629
Cl 3.342 0.295 -4.125
Cl -0.652 6.897 6.027
Cl 7.365 5.131 4.153
Cl 3.895 -1.785 2.359
Cl 0.062 4.280 7.156
Cl -0.789 -1.500 5.511
Cl 3.501 -4.381 3.673
Cl 0.525 -0.511 -6.399
Cl -8.189 1.647 3.270
Cl 3.680 0.866 4.375
Cl 1.745 -0.918 -11.224
Cl 4.945 -1.274 -5.998
Cl -7.968 1.245 0.377
Cl 3.715 -4.579 -14.115
Cl -1.097 4.873 2.570
Cl 5.330 -2.562 -12.726
Cl -0.359 2.285 3.764
Cl 1.294 -3.416 -9.764
Cl 1.943 -1.271 6.551
F 0.161 -0.063 -2.075
N 1.413 -2.063 0.238
C -2.748 -1.608 -1.682
C -8.711 2.195 1.673
C 4.572 1.958 3.308
C -4.967 0.159 1.548
C -4.240 0.419 -2.086
C 4.937 0.084 -4.874
C 0.231 -0.103 -0.686
C -0.239 4.051 3.883
C 0.692 -1.363 -4.863
C 0.521 -2.314 6.371
C 7.525 4.315 5.711
C 3.699 -3.081 -13.178
C 4.091 -2.727 3.851
C -0.081 -3.843 0.075
C -3.104 1.867 1.806
C -3.795 0.558 2.117
C -4.981 -1.373 -0.477
C 1.315 0.810 -0.165
C 0.198 6.040 7.319
C -2.046 -2.345 -0.524
C -3.065 -0.346 3.109
C 0.394 -1.567 -0.366
C -0.562 -2.630 -0.755
C 1.893 -1.756 -9.674
C -5.203 -1.233 1.039
C 0.899 2.291 -0.172
C 1.380 -3.520 0.475
C -3.772 -0.632 -1.082
H -0.665 4.357 4.826
H -3.722 -0.523 3.955
H 1.737 -1.383 -4.581
H -2.019 -1.054 -2.277
H 0.808 4.327 3.834
H 5.147 -2.751 4.092
H 2.238 0.687 -0.734
H 0.115 -0.838 -4.116
H -4.603 -1.955 1.594
H 5.135 1.361 2.600
H -3.286 -2.313 -2.316
H 2.165 -4.052 -0.053
H 1.319 -1.219 -8.931
H -3.403 2.222 0.818
H -0.234 6.328 8.269
H -3.406 1.008 -2.468
H 2.224 -1.547 0.566
H -5.873 -1.108 -1.044
H 0.811 -3.191 5.805
H -2.136 0.123 3.426
H -4.916 1.106 -1.570
H 1.246 6.306 7.279
H 6.922 4.840 6.442
H -3.286 2.682 2.508
H -2.040 1.650 1.741
H 0.176 -2.593 7.359
H 3.244 -2.302 -13.776
H 5.236 2.559 3.920
H 2.940 -1.783 -9.396
H -5.784 0.870 1.426
H 1.543 0.515 0.865
H -0.221 -4.777 -0.462
H -8.418 3.230 1.550
H -2.525 -3.317 -0.399
H -9.786 2.089 1.603
H -0.147 2.440 -0.429
H -0.650 -3.970 0.997
H 3.525 -2.236 4.631
H 5.179 0.990 -5.415
H -4.839 -2.444 -0.646
H 3.129 -3.247 -12.274
H 1.055 2.724 0.813
H 1.465 -3.623 1.554
H 8.568 4.313 6.001
H -0.735 0.220 -0.284
H -6.244 -1.517 1.226
H -0.402 -2.891 -1.807
H -2.210 -1.804 0.411
H 5.662 -0.104 -4.092
H -2.783 -1.301 2.657
H -4.808 -0.015 -2.909
H -3.222 -0.086 -0.307
H 1.531 2.856 -0.852
```

HOMO level, eV: -9.76
Kohn-Sham gap, hartree: 0.232
Largest force on an atom, eV/Å: 1.53
E_LUMO, eV: -3.46
Total charge: +1
Molar mass, g/mol: 1202.70

Record 3
Formula: C3H5IN3P
Source: the Open Molecules 2025 dataset
Level of theory: the ωB97M-V functional and the def2-TZVPD basis

The geometry in XYZ format:
```
13
C3H5IN3P, DFT the ωB97M-V functional and the def2-TZVPD basis
I -1.225 1.763 -2.747
P 1.713 2.490 -0.242
N -0.024 0.014 -0.599
N -2.055 -0.564 -1.206
N -1.664 -1.385 -0.253
C -0.444 -1.028 0.087
C -1.024 0.202 -1.453
C 0.395 -1.701 1.070
H 0.436 3.033 0.393
H 1.234 -1.175 1.255
H -0.242 -1.751 1.889
H 2.348 2.779 1.055
H 0.553 -2.678 0.752
```

HOMO level (spin up / spin down), eV: -9.93 / -8.36
Kohn-Sham gap (spin up / spin down), hartree: 0.334 / 0.180
Largest force on an atom, eV/Å: 4.46
E_LUMO (spin up / spin down), eV: -0.84 / -3.45
ΔE to the lowest compared entry with this formula, charge and spin, kcal/mol: 76.75
Total charge: 0
Molar mass, g/mol: 240.97

Record 4
Formula: C21H44O3P2Pt
Source: the Open Molecules 2025 dataset
Level of theory: the ωB97M-V functional and the def2-TZVPD basis

The geometry in XYZ format:
```
71
C21H44O3P2Pt, DFT the ωB97M-V functional and the def2-TZVPD basis
Pt 0.000 0.000 0.000
P 1.980 0.107 1.631
P -2.209 -0.205 -1.158
O -1.065 2.372 1.870
O 1.239 -1.921 -2.237
O -0.959 -2.290 1.960
C 2.035 1.951 2.142
C 4.620 0.153 0.456
C -3.772 -0.097 -0.104
C 2.000 -2.037 3.466
C -0.607 -1.442 1.234
C -2.196 -3.030 -1.049
C 2.052 2.942 0.953
C -4.323 1.322 0.112
C 3.232 2.358 3.022
C -2.415 -1.861 -2.020
C 4.073 -0.685 3.582
C 0.798 -1.254 -1.386
C -3.651 -0.808 1.249
C -1.818 0.572 -3.841
C -3.714 -2.072 -2.810
C -0.679 1.548 1.141
C 3.340 -2.011 0.265
C -2.524 1.005 -2.550
C -2.090 2.418 -2.140
C 2.559 -0.621 3.279
C 3.222 -0.483 0.362
H -2.419 -0.129 -4.426
H -1.576 -1.859 -2.727
H 1.145 2.952 0.343
H 0.938 1.360 -0.951
H 4.220 -1.034 4.626
H 5.220 -0.147 -0.429
H -4.483 -2.539 -2.187
H -0.858 0.090 -3.623
H -1.060 2.613 -2.457
H 0.900 -2.013 3.438
H -5.260 1.261 0.680
H 2.844 -0.088 -0.599
H 3.930 -2.282 -0.637
H -2.253 -3.977 -1.598
H 4.196 2.206 2.498
H -2.967 -3.052 -0.271
H -1.617 1.450 -4.467
H 2.056 -0.033 4.076
H -4.653 -0.983 1.658
H 0.194 1.329 -1.352
H 5.202 -0.143 1.337
H 3.166 3.437 3.282
H -3.605 1.009 -2.730
H -4.497 -0.660 -0.708
H 2.367 -2.750 2.707
H 2.113 3.986 1.327
H 2.275 -2.434 4.467
H -1.222 -2.974 -0.561
H 1.161 2.158 2.788
H 4.583 -1.429 2.945
H -2.740 3.162 -2.615
H 2.350 -2.500 0.199
H 4.554 1.256 0.432
H 4.614 0.267 3.503
H -3.144 -1.769 1.159
H -4.120 -1.142 -3.220
H -3.626 1.927 0.701
H -3.096 -0.201 1.971
H -2.133 2.568 -1.058
H 2.922 2.766 0.291
H -3.520 -2.749 -3.650
H 3.874 -2.434 1.131
H 3.219 1.853 4.004
H -4.531 1.852 -0.819
```

HOMO level (spin up / spin down), eV: -20.45 / -22.25
Kohn-Sham gap (spin up / spin down), hartree: 0.264 / 0.133
Largest force on an atom, eV/Å: 8.28
E_LUMO (spin up / spin down), eV: -13.27 / -18.62
2S+1: 5
Total charge: +4
Molar mass, g/mol: 601.61

Record 5
Formula: C7H7Cl2NO2Si
Source: the Open Molecules 2025 dataset
Level of theory: the ωB97M-V functional and the def2-TZVPD basis

The geometry in XYZ format:
```
20
C7H7Cl2NO2Si, DFT the ωB97M-V functional and the def2-TZVPD basis
Cl -3.719 -1.787 -4.010
Cl -1.253 -3.427 -5.305
Si -1.944 -2.586 -3.747
O 0.523 -1.982 -3.105
O -1.026 -0.715 -1.861
N -0.695 -1.601 -2.998
C 0.207 1.261 -1.259
C 0.141 -0.205 -1.190
C -0.218 1.453 1.139
C 0.107 -0.754 0.198
C -0.043 1.991 -0.215
C -0.253 0.067 1.333
C 0.213 -2.101 0.233
H 0.927 -0.756 -1.796
H 0.479 1.737 -2.101
H -0.228 2.098 2.003
H -0.134 -2.797 0.979
H 0.576 -2.561 -0.713
H -0.276 -0.259 2.294
H -0.099 3.059 -0.234
```

SMILES string: C=C1C=CC=C[C@@H]1O[N+]([O-])=[Si](Cl)Cl
HOMO level (spin up / spin down), eV: -7.93 / -7.94
Kohn-Sham gap (spin up / spin down), hartree: 0.247 / 0.247
Largest force on an atom, eV/Å: 5.53
E_LUMO (spin up / spin down), eV: -1.21 / -1.21
ΔE to the lowest compared entry with this formula, charge and spin, kcal/mol: 88.93
Total charge: 0
Molar mass, g/mol: 236.13

Record 6
Formula: C3H4O2Pd
Source: the Open Molecules 2025 dataset
Level of theory: the ωB97M-V functional and the def2-TZVPD basis

The geometry in XYZ format:
```
10
C3H4O2Pd, DFT the ωB97M-V functional and the def2-TZVPD basis
Pd 2.492 -0.310 0.695
O 0.343 0.894 0.647
O -0.029 -1.184 0.409
C -1.152 -0.544 -0.277
C 0.794 -0.314 0.893
C -0.628 0.847 -0.357
H -1.304 -1.046 -1.242
H 2.719 0.561 -0.590
H -2.055 -0.673 0.338
H -1.179 1.768 -0.516
```

HOMO level (spin up / spin down), eV: -13.21 / -17.10
Kohn-Sham gap (spin up / spin down), hartree: 0.333 / 0.341
Largest force on an atom, eV/Å: 7.48
E_LUMO (spin up / spin down), eV: -4.15 / -7.83
ΔE to the lowest compared entry with this formula, charge and spin, kcal/mol: 0.00
2S+1: 4
Total charge: +1
Molar mass, g/mol: 178.48

Record 7
Formula: C12H31Cl2N7O17
Source: the Open Molecules 2025 dataset
Level of theory: the ωB97M-V functional and the def2-TZVPD basis

The geometry in XYZ format:
```
69
C12H31Cl2N7O17, DFT the ωB97M-V functional and the def2-TZVPD basis
Cl -2.480 3.125 0.621
Cl -5.165 5.179 0.944
O 1.855 3.072 5.121
O 4.554 -4.303 0.782
O 1.177 -2.547 0.130
O -0.754 -6.552 2.064
O 4.395 -0.189 -0.437
O 1.642 4.556 -2.414
O -4.754 -1.274 -0.029
O 1.789 1.244 3.984
O 3.245 -5.537 -0.421
O 0.915 3.423 -0.749
O 0.721 -0.615 1.078
O -1.612 1.814 -3.073
O -2.604 2.356 -4.900
O -0.141 -1.096 -0.924
O -3.378 -1.702 -1.626
O 5.304 1.373 -1.599
O -1.114 -4.853 0.811
N -2.559 1.789 -3.832
N 2.375 2.169 4.510
N 4.348 0.754 -1.198
N -0.467 -5.460 1.644
N 4.011 -4.606 -0.269
N -3.761 -1.810 -0.476
N 0.844 4.348 -1.535
C 3.009 1.151 -1.708
C 0.179 0.710 0.986
C 0.634 -1.493 0.081
C -4.123 2.671 1.157
C -0.328 5.249 -1.433
C -4.739 3.790 1.985
C -3.011 -2.750 0.397
C -0.304 -2.036 -1.985
C -3.748 0.976 -3.406
C 4.205 -3.720 -1.454
C 3.864 2.139 4.477
C 0.761 -4.843 2.152
H 3.211 -3.383 -1.729
H -2.992 -3.728 -0.063
H 3.005 0.778 -2.731
H 2.954 2.231 -1.670
H -0.888 -2.898 -1.644
H -4.002 4.159 2.695
H 4.190 1.213 4.033
H -2.018 -2.349 0.572
H 0.565 -3.794 2.345
H -4.054 1.412 -2.460
H -4.487 1.085 -4.187
H 2.235 0.673 -1.128
H -0.756 -1.594 -2.860
H -0.891 0.704 1.177
H -3.521 -2.791 1.356
H 4.172 3.081 4.027
H 4.613 -4.349 -2.240
H -0.531 5.581 -2.444
H 0.642 -2.530 -2.237
H 1.545 -4.839 1.391
H 4.869 -2.904 -1.204
H 4.207 2.226 5.508
H -1.153 4.649 -1.058
H -5.643 3.465 2.489
H -4.741 2.525 0.276
H -3.368 -0.028 -3.270
H 1.193 -5.437 2.947
H 0.304 1.146 -0.002
H -0.138 6.051 -0.727
H 0.721 1.381 1.643
H -4.032 1.760 1.738
```

SMILES string: C[N+](=O)[O-].C[N+](=O)[O-].C[N+](=O)[O-].C[N+](=O)[O-].C[N+](=O)[O-].C[N+](=O)[O-].C[N+](=O)[O-].COC(=O)OC.ClCCCl
HOMO level, eV: -11.00
Kohn-Sham gap, hartree: 0.401
Largest force on an atom, eV/Å: 1.80
E_LUMO, eV: -0.09
Total charge: 0
Molar mass, g/mol: 616.32

Record 8
Formula: C5H9NO
Source: the Open Molecules 2025 dataset
Level of theory: the ωB97M-V functional and the def2-TZVPD basis

The geometry in XYZ format:
```
16
C5H9NO, DFT the ωB97M-V functional and the def2-TZVPD basis
O 1.736 -1.074 0.239
N -1.182 2.630 0.741
C -1.086 -0.846 0.738
C -0.793 1.582 0.440
C -0.308 0.108 -1.474
C -0.267 0.257 0.054
C 1.185 0.182 0.566
H 0.147 0.971 -1.971
H -0.641 -1.811 0.481
H -1.337 0.009 -1.830
H -1.055 -0.728 1.825
H 0.244 -0.794 -1.747
H 1.181 0.304 1.655
H 1.771 1.006 0.146
H -2.130 -0.835 0.414
H 2.534 -0.961 -0.278
```

SMILES string: CC(C)(C#N)CO
HOMO level, eV: -10.85
Kohn-Sham gap, hartree: 0.419
Largest force on an atom, eV/Å: 1.11
E_LUMO, eV: 0.56
ΔE to the lowest compared entry with this formula, charge and spin, kcal/mol: 23.81
Total charge: 0
Molar mass, g/mol: 99.13

Record 9
Formula: C82H68N8OPS2Sb2Se4Y
Source: the Open Molecules 2025 dataset
Level of theory: the ωB97M-V functional and the def2-TZVPD basis

The geometry in XYZ format:
```
169
C82H68N8OPS2Sb2Se4Y, DFT the ωB97M-V functional and the def2-TZVPD basis
Sb 0.358 1.427 2.715
Sb 4.256 1.898 -0.225
Y 0.461 0.059 -0.033
Se 2.658 -0.065 -1.407
Se 6.505 0.993 -0.544
Se 4.386 3.659 -1.868
Se 2.204 1.685 1.236
S 0.703 5.281 -1.415
S 0.548 2.292 -1.740
P 1.888 -2.226 -1.527
O -1.268 0.048 1.075
N -0.738 -2.250 -0.526
N 3.928 -2.980 0.299
N 0.031 -4.276 -0.973
N 1.057 -1.190 -4.095
N -1.349 2.595 0.505
N -0.815 3.781 0.063
N 2.475 -1.643 1.301
N -0.398 -0.594 -2.553
C 8.262 -2.856 1.769
C -1.167 4.846 -5.664
C -1.899 3.064 3.993
C 1.012 1.455 -6.200
C -1.913 0.905 -3.835
C -2.233 -8.041 -0.434
C -4.469 -0.874 2.455
C -2.179 0.727 4.386
C -3.373 -8.131 -1.218
C -4.541 1.435 1.836
C -3.563 -1.564 -1.255
C -2.483 1.463 -2.688
C -0.027 -0.477 -7.196
C -1.564 -6.833 -0.311
C -1.802 -3.134 -0.565
C 3.608 -1.751 2.086
C 0.043 3.694 -0.897
C 0.586 -0.356 5.222
C 1.304 5.583 5.279
C 3.993 -0.881 3.226
C 5.989 -3.556 3.184
C 7.013 -2.552 1.245
C 0.183 -2.814 4.060
C 1.316 4.391 5.987
C -5.540 -3.148 -0.135
C -2.026 -5.688 -0.965
C -0.738 0.032 -3.734
C 3.468 -0.978 4.506
C 1.224 3.180 5.314
C -4.212 -3.520 -0.015
C 4.805 0.893 5.220
C -3.429 3.866 0.749
C 0.668 -1.340 -2.799
C -5.164 0.329 2.372
C -3.262 0.996 5.213
C -3.220 1.398 1.373
C 7.240 -3.845 3.705
C -3.661 2.303 5.440
C -2.521 0.166 1.447
C 1.225 5.552 3.895
C -3.167 -5.794 -1.765
C -1.483 1.756 3.760
C 1.126 4.335 3.233
C 4.992 0.064 2.977
C -0.929 6.026 -3.573
C -3.562 2.327 -2.771
C 0.689 1.353 -8.582
C -4.116 2.644 -4.003
C 0.286 -1.673 3.271
C 3.869 -0.091 5.497
C -3.587 2.069 -5.149
C 0.333 -2.956 -0.842
C -1.330 -4.408 -0.811
C -3.833 -7.002 -1.884
C -2.508 1.203 -5.067
C 8.380 -3.509 2.987
C 2.296 -1.681 -4.661
C 0.542 -0.427 3.830
C -2.975 3.337 4.826
C 0.963 -5.293 -1.401
C -0.875 7.224 -4.281
C -5.882 -1.978 -0.799
C -0.968 7.236 -5.666
C 0.290 -2.726 5.438
C 4.583 -3.709 -0.767
C -2.588 2.617 0.862
C 5.866 -2.925 1.945
C -0.855 6.024 -2.074
C 0.467 -1.480 6.023
C -1.120 6.047 -6.361
C -3.176 -0.950 1.999
C -4.891 -1.188 -1.361
C -1.069 4.836 -4.282
C 0.395 0.213 -6.061
C 2.695 -2.408 0.232
C 0.181 -0.314 -4.700
C -3.210 -2.727 -0.574
C 4.523 -2.568 1.466
C 1.157 2.020 -7.459
C 5.380 0.963 3.959
C 1.107 3.127 3.929
C 0.112 0.096 -8.451
H 6.122 1.710 3.704
H 0.215 -3.617 6.051
H -4.275 3.694 0.081
H -0.924 8.178 -6.202
H -2.780 -0.976 -1.718
H -5.147 -0.274 -1.884
H -3.815 4.139 1.735
H 1.759 -4.803 -1.961
H -1.198 6.052 -7.442
H -0.488 -1.452 -7.087
H 1.406 -5.818 -0.551
H -3.966 2.764 -1.866
H -4.938 -1.749 2.890
H 9.146 -2.546 1.224
H -0.894 7.041 -1.684
H 3.957 -4.533 -1.104
H 5.095 -3.804 3.743
H 1.057 4.342 2.147
H 0.501 -1.378 7.102
H -4.718 -7.066 -2.505
H 5.528 -4.099 -0.393
H -0.243 -0.438 -9.325
H -2.822 4.680 0.369
H -4.951 3.331 -4.068
H 0.686 0.600 5.704
H -1.905 -0.303 4.239
H 2.749 -1.753 4.734
H -0.753 8.157 -3.742
H 2.528 -1.102 -5.553
H -3.533 -4.921 -2.287
H -1.380 3.889 3.523
H -6.183 0.400 2.735
H -4.502 2.514 6.091
H -5.088 2.368 1.801
H -3.941 -4.423 0.517
H 0.128 -1.802 2.215
H 3.101 -1.540 -3.941
H 7.322 -4.324 4.673
H -1.669 5.447 -1.638
H 4.781 -3.035 -1.603
H 0.782 1.804 -9.562
H -2.603 -1.864 2.078
H -0.688 -6.766 0.321
H -3.788 0.169 5.676
H -3.897 -9.074 -1.313
H 1.228 6.473 3.325
H 1.364 1.971 -5.314
H 1.382 4.396 7.070
H -6.922 -1.685 -0.872
H 5.468 0.105 2.004
H 1.271 2.280 5.905
H 9.357 -3.744 3.394
H 5.086 1.606 5.988
H 2.218 -2.737 -4.923
H 1.363 6.530 5.805
H 0.455 -6.016 -2.039
H 1.628 2.991 -7.551
H 3.442 -0.169 6.491
H -4.017 2.296 -6.118
H -1.284 3.913 -6.198
H -1.863 -8.912 0.094
H -1.083 3.891 -3.749
H -2.055 1.235 -1.723
H -2.125 0.750 -5.968
H -6.312 -3.769 0.307
H 6.938 -1.962 0.338
H 0.002 -3.771 3.584
H -3.266 4.367 4.999
```

HOMO level, eV: -1.76
Kohn-Sham gap, hartree: 0.189
Largest force on an atom, eV/Å: 4.26
E_LUMO, eV: 3.37
Total charge: -2
Molar mass, g/mol: 1924.88

Q: Which formula does entry 8 have?
A: C5H9NO

Q: The highest total charge belongs to which entry?
A: C21H44O3P2Pt